No. 1
Computed, not measured: a molecular structure, C33H25N18O2S3SeZr, with the ωB97M-V functional and the def2-TZVPD basis.

Structure (XYZ):
```
83
Properties=species:S:1:pos:R:3
Zr 0.31 -0.02 0.55
N 2.76 -0.73 3.49
C 1.38 -0.67 3.58
N 0.60 -1.34 4.39
N -0.66 -1.05 3.98
N -0.62 -0.24 2.98
N 0.68 0.07 2.72
C 3.27 -0.87 2.22
N 4.55 -1.12 1.93
N 4.62 -1.20 0.62
N 3.42 -1.01 0.16
N 2.52 -0.80 1.12
H 3.26 -1.21 4.22
C 3.76 -3.17 -2.11
N 3.91 -1.73 -2.06
C 4.43 -0.98 -3.11
C 4.11 0.30 -2.97
N 3.30 0.41 -1.80
C 3.02 -0.92 -1.30
S 1.29 -1.43 -1.41
C 3.01 1.58 -1.15
C 3.63 2.78 -1.56
C 3.44 3.92 -0.84
C 2.67 3.88 0.32
C 2.08 2.69 0.64
N 2.17 1.56 -0.09
H 4.65 -3.59 -2.58
H 2.88 -3.48 -2.68
H 3.69 -3.56 -1.10
H 5.00 -1.45 -3.89
H 4.35 1.14 -3.59
H 4.28 2.78 -2.42
H 3.92 4.84 -1.15
H 2.53 4.74 0.97
H 1.48 2.61 1.54
O -3.84 0.62 -0.72
C -4.40 -0.58 -0.42
C -5.77 -0.71 -0.64
C -6.41 -1.90 -0.37
C -5.70 -2.99 0.13
C -4.35 -2.86 0.35
C -3.67 -1.66 0.09
C -2.23 -1.60 0.38
O -1.58 -0.47 0.02
N -1.60 -2.56 0.94
N -0.23 -2.31 1.09
C 0.35 -3.43 1.38
S -0.61 -4.88 1.59
C 0.75 -5.88 2.26
C 2.02 -5.46 1.56
S 2.07 -3.65 1.58
H -2.89 0.52 -0.57
H -6.30 0.15 -1.04
H -7.47 -1.98 -0.55
H -6.20 -3.92 0.34
H -3.78 -3.69 0.75
H 0.51 -6.92 2.06
H 0.82 -5.72 3.33
H 2.05 -5.81 0.53
H 2.91 -5.80 2.08
Se -4.96 5.62 -1.91
N -4.32 5.15 -0.31
C -3.36 4.30 -0.52
C -2.57 3.70 0.55
C -2.75 4.06 1.88
C -1.94 3.49 2.83
C -1.03 2.52 2.44
N -0.87 2.12 1.18
C -1.60 2.74 0.23
C -1.33 2.39 -1.17
N -0.37 1.47 -1.40
C -0.04 1.23 -2.67
C -0.66 1.84 -3.75
C -1.68 2.73 -3.53
C -2.02 3.02 -2.21
C -3.09 3.97 -1.89
N -3.83 4.54 -2.79
H -3.50 4.80 2.13
H -2.02 3.75 3.88
H -0.40 2.04 3.17
H 0.73 0.49 -2.82
H -0.34 1.59 -4.75
H -2.22 3.21 -4.33
```

Orbital gap   6.871 eV
Total charge   +1

No. 2
Computed, not measured: a molecular structure, C33H25N3P2S2Sn at a distorted geometry, with the ωB97M-V functional and the def2-TZVPD basis.

Structure (XYZ):
```
66
Properties=species:S:1:pos:R:3
Sn -0.04 0.40 0.52
S 2.38 0.82 0.33
C 2.87 0.35 1.89
C 4.25 0.09 2.06
C 4.77 -0.16 3.30
C 6.19 -0.36 3.45
N 7.32 -0.53 3.55
C 3.91 -0.22 4.43
C 2.56 -0.05 4.28
C 2.00 0.23 3.01
S 0.29 0.38 2.95
C 4.46 -0.45 5.74
N 4.89 -0.62 6.79
H 4.91 0.12 1.20
H 1.91 -0.15 5.14
C -3.31 3.09 -1.11
N -2.34 2.34 -0.26
P -2.64 0.78 0.29
C -3.14 0.83 1.99
C -3.49 2.04 2.59
C -3.89 2.04 3.92
C -3.92 0.85 4.64
C -3.57 -0.35 4.03
C -3.17 -0.37 2.71
C -3.85 -0.02 -0.71
C -3.46 -0.65 -1.89
C -4.42 -1.25 -2.69
C -5.75 -1.22 -2.30
C -6.14 -0.61 -1.11
C -5.19 -0.01 -0.30
P -0.73 2.84 -0.05
C -0.10 3.18 -1.69
C -0.60 2.45 -2.78
C -0.02 2.58 -4.03
C 1.08 3.42 -4.20
C 1.59 4.12 -3.12
C 1.01 4.01 -1.87
C -0.59 4.29 0.96
C -0.76 5.56 0.38
C -0.73 6.68 1.19
C -0.54 6.55 2.56
C -0.37 5.30 3.13
C -0.39 4.16 2.34
H -3.69 2.45 -1.90
H -2.81 3.94 -1.55
H -4.15 3.45 -0.50
H -3.46 2.97 2.03
H -4.18 2.97 4.40
H -4.23 0.86 5.67
H -3.61 -1.27 4.60
H -2.90 -1.31 2.24
H -2.41 -0.68 -2.19
H -4.13 -1.75 -3.60
H -6.50 -1.69 -2.92
H -7.18 -0.60 -0.82
H -5.48 0.46 0.63
H -1.46 1.80 -2.66
H -0.42 2.03 -4.87
H 1.53 3.52 -5.17
H 2.45 4.77 -3.26
H 1.42 4.56 -1.03
H -0.89 5.67 -0.68
H -0.87 7.66 0.75
H -0.51 7.43 3.19
H -0.21 5.20 4.20
H -0.26 3.19 2.78
```

Orbital gap   5.249 eV
Total charge   +2

No. 3
Computed, not measured: a molecular structure, C33H25N7O6RuS at a distorted geometry, with the ωB97M-V functional and the def2-TZVPD basis.

Structure (XYZ):
```
73
Properties=species:S:1:pos:R:3
Ru 0.36 0.47 0.27
O 1.41 0.29 -3.75
C 1.43 0.28 -2.52
N 0.60 0.95 -1.68
C -0.31 1.85 -2.27
C -0.04 2.63 -3.40
C -1.00 3.53 -3.84
C -2.20 3.66 -3.17
C -2.46 2.90 -2.03
C -1.50 1.99 -1.58
N -1.54 1.24 -0.38
C -2.73 1.11 0.24
O -3.85 1.41 -0.17
C -2.60 0.56 1.62
C -3.65 0.64 2.53
C -3.45 0.13 3.80
C -2.22 -0.43 4.11
C -1.24 -0.45 3.14
N -1.43 0.05 1.91
C 2.50 -0.48 -1.81
C 3.29 -1.41 -2.47
C 4.30 -2.02 -1.75
C 4.50 -1.64 -0.43
C 3.67 -0.69 0.13
N 2.66 -0.12 -0.54
H 0.90 2.52 -3.91
H -0.79 4.13 -4.72
H -2.96 4.35 -3.52
H -3.39 3.00 -1.49
H -4.58 1.08 2.20
H -4.24 0.18 4.54
H -2.01 -0.83 5.09
H -0.27 -0.87 3.35
H 3.07 -1.63 -3.50
H 4.92 -2.78 -2.21
H 5.28 -2.09 0.17
H 3.82 -0.34 1.14
C -3.95 -6.53 1.70
C -2.92 -5.58 1.14
C -3.24 -4.25 0.87
C -2.30 -3.38 0.36
C -1.01 -3.84 0.09
C -0.67 -5.15 0.36
C -1.63 -6.01 0.88
S 0.21 -2.65 -0.43
O 1.38 -3.42 -0.81
O -0.45 -1.89 -1.47
N 0.41 -1.68 0.80
C 1.38 -2.05 1.81
C 1.88 -0.81 2.51
O 2.52 -0.89 3.54
O 1.57 0.32 1.94
H -4.95 -6.10 1.65
H -3.74 -6.76 2.75
H -3.96 -7.47 1.15
H -4.25 -3.89 1.07
H -2.55 -2.34 0.15
H 0.34 -5.48 0.15
H -1.36 -7.05 1.08
H 2.24 -2.60 1.40
H 0.94 -2.69 2.58
N -1.28 3.53 5.27
C -1.00 3.56 4.16
C -0.68 3.63 2.75
C -1.29 4.59 1.94
C -0.90 4.66 0.62
C 0.01 3.72 0.15
N 0.54 2.75 0.90
C 0.23 2.75 2.21
H -2.03 5.27 2.35
H -1.30 5.40 -0.05
H 0.33 3.75 -0.88
H 0.76 2.02 2.81
```

Orbital gap (spin up / spin down)   6.682 / 6.821 eV
Total charge   -1
Spin multiplicity   2